# 1
{"formula": "C5H12NO", "method": "wB97M-V/def2-TZVPD", "lumo_energy_ha": 0.1366, "total_charge": -1, "spin_multiplicity": 1, "orbital_gap_ev": 5.93, "species": ["C", "C", "C", "C", "N", "C", "O", "H", "H", "H", "H", "H", "H", "H", "H", "H", "H", "H", "H"], "coordinates": [[0.35116, 2.21452, 2.42759], [0.95245, 1.77244, 1.04700], [0.69948, 0.31800, 0.69138], [-0.57783, 0.10215, -0.21264], [0.01716, -0.44205, -1.49942], [-0.19844, -1.94281, -1.45107], [-1.42045, -2.36158, -1.25126], [-0.59888, 1.71083, 2.48829], [0.39725, 3.32838, 2.51681], [1.06284, 1.85598, 3.15581], [2.01278, 1.97105, 1.12425], [0.65211, 2.47012, 0.25524], [1.54083, 0.00152, 0.06033], [0.55026, -0.31593, 1.57776], [-1.03753, 1.08908, -0.39435], [-1.31137, -0.57601, 0.27912], [-0.56865, -0.01579, -2.23446], [0.11498, -2.30935, -2.49829], [0.66528, -2.43421, -0.85725]], "atomic_forces_ev_per_a": [[1.3465, 0.4373, -1.6312], [0.0181, 0.9020, 0.9369], [-1.0399, 0.1234, -0.4543], [1.8890, 0.1876, -0.0999], [-1.5207, 0.6163, 1.0558], [0.6614, -1.3603, -2.7011], [-0.5767, -0.0186, 1.1160], [-0.5937, 0.4308, 0.6045], [-0.7394, -0.8329, -0.0218], [-0.1823, -0.4006, 0.6079], [0.5851, -0.1242, 0.0227], [-0.3852, -0.3450, -0.0569], [-0.2965, -0.3940, 0.5018], [0.6335, 0.2188, 0.0293], [-0.0141, -0.3527, -0.0158], [0.4068, 0.2874, -0.7321], [0.2178, -1.0168, 0.1869], [0.3463, 0.6943, 0.2780], [-0.7558, 0.9471, 0.3735]]}


# 2
{"formula": "C5H12NO", "method": "wB97M-V/def2-TZVPD", "lumo_energy_ha": 0.0993, "total_charge": -1, "spin_multiplicity": 1, "orbital_gap_ev": 5.02, "species": ["C", "C", "C", "N", "C", "C", "O", "H", "H", "H", "H", "H", "H", "H", "H", "H", "H", "H", "H"], "coordinates": [[-1.75659, 0.69560, -0.77937], [-2.74462, 0.41408, 0.33973], [-0.35430, -1.35688, 0.06762], [0.61223, -0.69140, 0.84298], [1.77894, -0.44379, -0.04047], [2.68963, 0.73646, 0.47425], [3.90336, 0.78727, -0.18915], [-1.46850, 1.77413, -0.83926], [-1.54169, 0.08390, -1.61895], [-3.78812, 0.56932, 0.09717], [-2.41493, 0.66726, 1.38696], [-2.29279, -0.44387, -0.09369], [-0.97215, -2.03054, 0.60491], [0.00215, -1.72761, -0.99635], [-0.39166, -0.02326, 0.09623], [2.43838, -1.30909, -0.12953], [1.32380, -0.06510, -0.97919], [2.87729, 0.71627, 1.56186], [2.09957, 1.64726, 0.19425]], "atomic_forces_ev_per_a": [[3.0028, 4.4414, 1.3256], [0.3570, -0.1162, -0.4671], [5.8103, 0.5062, 0.3630], [-0.7753, -3.2291, -1.7394], [0.1725, 2.1407, 1.1890], [1.3935, 0.3363, -1.7611], [-0.9907, -0.5069, 0.2827], [0.2031, -0.8211, -0.7575], [-0.8330, -0.3526, -0.8924], [-0.2275, 0.0984, 0.2597], [-0.2783, -0.3313, -1.2825], [-2.0930, -3.6258, 2.1539], [-1.6766, 0.3689, 0.3937], [-1.0602, 0.9688, 1.8110], [-2.4397, 1.1329, -1.3320], [-0.3459, -0.2790, -0.2900], [0.7533, -0.4772, -0.2110], [-0.7164, -0.2755, 0.2683], [-0.2559, 0.0213, 0.6861]]}


# 3
{"formula": "C5H12NO", "method": "wB97M-V/def2-TZVPD", "lumo_energy_ha": 0.1531, "total_charge": -1, "spin_multiplicity": 1, "orbital_gap_ev": 6.55, "species": ["C", "C", "N", "C", "C", "C", "O", "H", "H", "H", "H", "H", "H", "H", "H", "H", "H", "H", "H"], "coordinates": [[-3.00752, 0.26000, -0.25564], [-1.48093, 0.74790, -0.51024], [-0.53482, -0.07820, 0.16918], [0.34442, 0.46290, 1.18706], [1.76462, -0.16196, 1.06978], [2.01919, -0.25542, -0.46854], [1.14644, -1.13201, -1.10282], [-3.65174, 0.61848, 0.45616], [-2.73508, -0.76492, -0.24864], [-3.52344, 0.56194, -1.12857], [-1.39458, 0.68725, -1.58761], [-1.36526, 1.79240, -0.32692], [-0.10809, -0.84378, -0.34160], [-0.07001, 0.25761, 2.20095], [0.59636, 1.55516, 0.97950], [1.37946, -1.24932, 1.11232], [2.56537, 0.24808, 1.71446], [3.17831, -0.45985, -0.52061], [1.86213, 0.87985, -0.80572]], "atomic_forces_ev_per_a": [[3.2704, 0.4837, -2.3337], [-1.2036, -0.7056, 0.9277], [-1.8220, 1.7052, 2.1267], [0.9508, 1.3052, -0.2004], [-2.9802, -2.6684, -1.6267], [0.6477, 1.2943, -0.3568], [2.9331, -0.0581, -0.0783], [-0.7194, 0.7181, 2.8219], [-0.9971, -1.2534, 0.2517], [-0.6889, -0.2381, -1.5191], [0.2911, -0.4271, -0.5387], [0.2552, 0.9608, 0.6471], [0.6995, -0.0246, -0.9700], [0.2665, 0.7242, -0.1870], [-1.0683, -0.6284, 0.5872], [1.7901, 0.7217, 1.2703], [-0.5836, -0.4809, -0.1975], [-1.5366, 0.0940, -0.6221], [0.4952, -1.5226, -0.0023]]}


# 4
{"formula": "C5H12NO", "method": "wB97M-V/def2-TZVPD", "lumo_energy_ha": 0.1595, "total_charge": -1, "spin_multiplicity": 1, "orbital_gap_ev": 6.86, "species": ["C", "C", "N", "C", "C", "C", "O", "H", "H", "H", "H", "H", "H", "H", "H", "H", "H", "H", "H"], "coordinates": [[1.27029, -2.00304, -0.34944], [0.67477, -1.29424, 0.91667], [-0.76363, -0.75501, 0.67075], [-1.08843, 0.77458, 1.03083], [-0.22263, 1.67773, 0.12059], [-0.52420, 1.29724, -1.42179], [-0.09335, 0.11041, -1.78838], [0.46526, -2.36880, -0.87712], [2.14545, -2.70078, -0.08243], [1.58017, -1.10064, -0.92437], [0.45572, -2.02428, 1.64772], [1.18244, -0.45580, 1.51885], [-0.92321, -0.76657, -0.38970], [-0.65448, 0.91423, 1.98041], [-2.21930, 0.70761, 0.77784], [0.81558, 1.50884, 0.47923], [-0.38098, 2.90099, 0.17276], [-0.04520, 2.15619, -2.04155], [-1.67426, 1.42134, -1.44087]], "atomic_forces_ev_per_a": [[2.8774, 3.2000, 2.3563], [-2.1273, 1.5279, 0.3552], [0.0839, 0.9021, -0.8472], [0.5064, -2.6802, -3.2289], [-0.9857, 1.9395, -0.9312], [0.5294, 1.4912, 0.8177], [0.0563, -0.7328, -0.6604], [-1.5128, -1.4841, -1.1131], [-1.5097, 0.8451, -0.5420], [0.2577, -1.0294, -0.2554], [0.1769, -1.1054, 1.0665], [0.2726, -1.1720, -1.4586], [0.7559, 0.1738, 1.5286], [-0.8574, 0.1262, 1.9264], [1.8270, 1.0026, 1.1527], [-0.2797, 0.0717, -0.7175], [-0.0145, -2.8401, 0.3704], [-0.7632, -0.4761, 0.4592], [0.7069, 0.2400, -0.2788]]}


# 5
{"formula": "C5H12NO", "method": "wB97M-V/def2-TZVPD", "lumo_energy_ha": 0.1297, "total_charge": -1, "spin_multiplicity": 1, "orbital_gap_ev": 5.76, "species": ["N", "C", "C", "C", "C", "C", "O", "H", "H", "H", "H", "H", "H", "H", "H", "H", "H", "H", "H"], "coordinates": [[1.58199, -2.45918, 0.04241], [0.26320, -1.89074, -0.09280], [0.26291, -0.75118, -1.04739], [0.34175, 0.65061, -0.48669], [-0.87967, 0.99975, 0.13912], [-1.03640, 2.47063, 0.77706], [-2.35041, 2.84858, 0.86259], [2.38811, -1.87732, 0.39839], [1.43049, -2.96503, 0.92593], [-0.12666, -1.70252, 0.86571], [-0.45482, -2.54834, -0.47640], [1.15385, -0.90395, -1.58225], [-0.69199, -0.84416, -1.66940], [0.75552, 1.36224, -1.30426], [1.11839, 0.59977, 0.33252], [-1.18882, 0.31371, 0.92873], [-1.78853, 1.18965, -0.54578], [-0.26928, 3.11138, 0.18893], [-0.50964, 2.39610, 1.74359]], "atomic_forces_ev_per_a": [[1.6363, -1.6116, 2.0622], [0.5056, 1.5121, -0.0344], [-1.8334, 0.7370, -0.7186], [3.3611, -0.4237, -0.7949], [-4.7165, 3.6250, 0.5469], [-0.1861, -0.4726, -0.1637], [1.6902, -0.0952, -0.2407], [-1.6665, 0.3046, -1.0679], [0.5963, -0.7195, -0.5592], [-0.6809, 1.0947, 1.3982], [-0.4095, -1.9723, -0.7315], [0.9105, -0.3882, -1.6426], [1.4700, 0.3491, 0.3122], [-0.9252, -0.8613, 1.3641], [-0.1394, 0.2980, -0.7295], [-0.0152, -0.2265, -0.1187], [1.2672, -1.1182, 0.4157], [-0.9536, -0.1118, -0.0063], [0.0891, 0.0806, 0.7088]]}


# 6
{"formula": "C5H12NO", "method": "wB97M-V/def2-TZVPD", "lumo_energy_ha": [0.2552, 0.2546], "total_charge": -2, "spin_multiplicity": 2, "orbital_gap_ev": [3.04, 6.96], "species": ["C", "C", "C", "N", "C", "C", "O", "H", "H", "H", "H", "H", "H", "H", "H", "H", "H", "H", "H"], "coordinates": [[1.24111, 0.96104, -0.88174], [2.44797, 1.61212, -0.30096], [0.03867, 0.88488, 0.12547], [-0.82665, -0.15979, -0.51609], [-0.99580, -1.49267, 0.24292], [-2.33601, -2.00100, 0.77971], [-2.59206, -1.32657, 1.93079], [0.91678, 1.55246, -1.69531], [1.62695, 0.06711, -1.37703], [2.68565, 1.30565, 0.67749], [3.41602, 1.42019, -0.83027], [2.33929, 2.75874, -0.23748], [-0.47205, 1.89258, 0.07848], [0.66276, 0.82951, 1.05712], [-1.76691, 0.19333, -0.63845], [-0.31275, -1.39134, 1.17047], [-0.49091, -2.21660, -0.40401], [-3.24623, -1.75518, 0.03188], [-2.33582, -3.13447, 0.78701]], "atomic_forces_ev_per_a": [[0.4152, 0.4302, 0.3085], [1.2238, 2.5768, -0.9099], [1.4744, 0.2012, -2.4318], [-1.1297, -0.9600, 2.1788], [2.6074, 0.6247, 0.1603], [-1.6372, 2.3254, -0.0106], [-0.3796, -0.9559, 0.1444], [-0.4507, 0.7140, -1.2126], [-0.8815, -0.7161, 0.6266], [0.1766, -0.5559, 1.5129], [-0.5961, 0.2605, -0.0126], [0.1666, -1.3468, -0.0343], [0.4242, -1.0390, 0.3159], [-1.8232, -0.9091, 0.0886], [-0.0817, 0.2296, 0.3093], [-1.1606, -0.3080, -1.2529], [-0.0906, -0.3926, -0.1808], [1.4311, -0.4834, 0.1872], [0.3115, 0.3046, 0.2129]]}


# 7
{"formula": "C5H12NO", "method": "wB97M-V/def2-TZVPD", "lumo_energy_ha": [0.2508, 0.2554], "total_charge": -2, "spin_multiplicity": 2, "orbital_gap_ev": [2.85, 7.05], "species": ["C", "C", "C", "C", "N", "C", "O", "H", "H", "H", "H", "H", "H", "H", "H", "H", "H", "H", "H"], "coordinates": [[0.00769, -0.56174, 0.01778], [-0.72862, 0.73382, -0.57993], [-2.23779, 0.44697, -0.55481], [-0.17110, 1.91983, 0.17054], [1.39910, -0.44045, 0.28817], [2.07638, -1.83753, 0.42724], [3.37872, -1.65569, 0.59913], [-0.14530, -1.33292, -0.73986], [-0.56781, -0.82152, 0.93280], [-0.37106, 0.51715, -1.59582], [-2.72631, 0.78785, -1.46779], [-2.31523, -0.65251, -0.48602], [-2.79182, 0.82564, 0.31632], [-0.07654, 2.85517, -0.39254], [0.57478, 1.69525, 0.91939], [-0.90257, 2.25629, 0.95583], [2.29589, 0.01315, 0.29050], [1.71806, -2.46625, -0.43933], [1.58352, -2.28250, 1.33843]], "atomic_forces_ev_per_a": [[-0.5043, 2.1375, 0.2274], [1.3170, -2.6211, 0.8185], [0.3420, -0.0602, 0.0480], [-2.2574, 1.5369, 1.2143], [0.6818, -3.7530, 0.4312], [-0.6238, 1.0965, 1.0035], [0.3587, -0.3337, -0.4272], [-0.2104, -0.4449, 0.0725], [0.2052, -0.2507, -0.1287], [-0.1149, 1.5031, -0.2310], [-0.2471, -0.0745, -0.0717], [-0.4610, 0.2326, -0.3084], [0.3748, 0.0691, -0.0654], [0.6744, -0.2346, -0.0753], [1.2827, -0.1411, -0.8128], [-0.2946, -0.3397, -0.8650], [-0.5976, 1.7767, -0.5753], [0.2461, 0.1376, -0.1148], [-0.1718, -0.2366, -0.1399]]}


# 8
{"formula": "C5H12NO", "method": "wB97M-V/def2-TZVPD", "lumo_energy_ha": [0.0388, -0.0502], "total_charge": 0, "spin_multiplicity": 2, "orbital_gap_ev": [9.94, 7.52], "species": ["C", "N", "C", "C", "C", "O", "C", "H", "H", "H", "H", "H", "H", "H", "H", "H", "H", "H", "H"], "coordinates": [[1.78714, -0.34061, 0.28990], [0.43091, 0.14807, 0.46542], [-0.18980, 0.70106, -0.71063], [-1.66632, 0.91761, -0.49590], [-2.57701, -0.25877, -1.00183], [-3.84264, 0.14447, -0.81222], [2.44237, -0.63074, 1.62442], [1.89766, -1.17830, -0.42131], [2.39553, 0.37223, -0.28432], [-0.06493, -0.59451, 0.95003], [0.32597, 1.61379, -1.00462], [-0.09378, 0.03908, -1.59691], [-1.90122, 1.09136, 0.55226], [-2.01837, 1.75940, -1.09548], [-2.34068, -0.50394, -2.04844], [-2.41130, -1.14711, -0.35893], [3.03599, -1.54590, 1.63469], [3.11488, 0.17008, 1.92433], [1.67560, -0.75727, 2.38953]], "atomic_forces_ev_per_a": [[0.7916, 0.1976, -1.1202], [0.9223, -0.1552, 0.4890], [-0.1485, -1.0742, -0.5653], [-0.7908, 0.0679, -0.4703], [0.8119, -0.2107, 0.3258], [-0.7639, 0.1413, 0.0083], [0.1990, -0.3130, 0.2958], [-0.5964, -0.4763, 0.3742], [-0.3019, 0.5540, 0.4372], [-0.5238, 0.2976, -0.4182], [-0.0121, 0.2133, 0.2862], [0.1616, 0.0183, 0.1182], [0.0352, 0.1725, 0.0003], [0.1343, 0.1962, 0.2523], [0.0493, 0.0347, 0.0767], [0.1723, 0.1233, -0.1092], [-0.0191, -0.0203, -0.2121], [-0.1641, 0.1325, 0.1453], [0.0430, 0.1006, 0.0859]]}


# 9
{"formula": "C5H12NO", "method": "wB97M-V/def2-TZVPD", "lumo_energy_ha": [0.0342, -0.0558], "total_charge": 0, "spin_multiplicity": 2, "orbital_gap_ev": [10.58, 8.13], "species": ["C", "C", "C", "C", "C", "O", "N", "H", "H", "H", "H", "H", "H", "H", "H", "H", "H", "H", "H"], "coordinates": [[-2.08059, -0.20080, 1.43254], [-1.20481, 0.30708, 0.26856], [0.25745, -0.14489, 0.48158], [1.11418, 0.05738, -0.78519], [2.64085, 0.05719, -0.55628], [3.08355, 0.99138, 0.33581], [-1.80709, -0.24466, -0.99251], [-1.78952, 0.37785, 2.30895], [-3.10682, 0.06693, 1.18790], [-2.03761, -1.27400, 1.58680], [-1.28031, 1.38801, 0.34360], [0.68147, 0.54722, 1.21141], [0.43032, -1.16452, 0.82062], [0.84184, 0.99885, -1.26509], [1.00190, -0.73080, -1.53914], [3.01726, -0.91429, -0.21116], [3.09295, 0.18808, -1.55486], [-1.75652, 0.53026, -1.65426], [-1.09851, -0.83625, -1.41927]], "atomic_forces_ev_per_a": [[0.0817, 1.0242, -0.4422], [-0.5149, -2.4010, 0.7179], [0.6518, 1.2153, -1.0158], [0.5291, -0.3185, 0.1740], [-1.0097, 0.5742, -0.1416], [0.2313, -0.1147, -0.1775], [1.0137, 1.1858, -0.2169], [-0.0514, -0.3932, 0.4069], [-0.1291, -0.0732, 0.1175], [0.2202, -0.0786, 0.0574], [0.2011, 0.2141, -0.5984], [0.0772, -0.2464, 0.3107], [-0.5897, -0.1436, 0.2386], [0.0631, 0.0841, -0.0423], [-0.4758, 0.0086, 0.0604], [0.0165, -0.1784, 0.1620], [0.4405, 0.1136, 0.2328], [-0.5468, -0.0137, -0.0648], [-0.2087, -0.4587, 0.2212]]}


# 10
{"formula": "C5H12NO", "method": "wB97M-V/def2-TZVPD", "lumo_energy_ha": -0.1536, "total_charge": 1, "spin_multiplicity": 1, "orbital_gap_ev": 10.27, "species": ["C", "C", "C", "C", "C", "N", "O", "H", "H", "H", "H", "H", "H", "H", "H", "H", "H", "H", "H"], "coordinates": [[-0.97995, 0.71776, 1.18029], [0.48031, -2.62586, -0.04743], [-0.76706, 1.85088, -0.93956], [1.22135, 0.75017, 0.15744], [-0.11483, -1.60302, -0.70550], [-0.20452, 0.93878, 0.14499], [-0.67865, -0.24433, 1.97985], [-1.84494, 1.28944, 1.32807], [1.54124, -2.83459, -0.25362], [-0.02689, -0.99325, 1.57944], [0.11445, -3.09156, 0.85908], [-0.84836, 1.24175, -1.77239], [-1.72088, 2.30258, -0.74060], [-0.14946, 2.64780, -1.23720], [1.62242, 0.72116, -0.84588], [1.56827, 1.74253, 0.54816], [1.45376, -0.14014, 0.75301], [-1.09812, -1.56630, -0.51905], [0.43187, -1.10378, -1.46910]], "atomic_forces_ev_per_a": [[3.0153, -1.8314, -1.7282], [1.5116, 1.6515, -0.1522], [0.3378, -0.6499, 1.5314], [0.6756, 1.1961, 0.6205], [3.1618, -3.4037, 0.6990], [-2.8280, 2.8176, -0.4645], [0.9099, -1.8781, 0.3443], [-1.3479, 0.4719, 0.3477], [-0.4838, -0.0566, 0.1132], [-1.7930, 2.3110, 0.6771], [-0.6486, -0.4717, -0.4023], [-0.4114, -1.2780, -1.7360], [-0.5290, -0.2757, 0.6924], [1.4088, 0.9286, 0.2427], [-0.0911, -0.5405, -0.2172], [0.3690, -1.1506, 0.1929], [0.5822, 0.7232, -0.3250], [-3.6509, 1.1417, 0.2222], [-0.1885, 0.2947, -0.6580]]}